[1]
An isolated molecule of C5H5NS. Source: OMol25; level of theory: ωB97M-V/def2-TZVPD.

```
12
Properties=species:S:1:pos:R:3:lowdin_charge:R:1
C -1.629 -1.417 0.880 0.100
C -0.963 -0.600 0.329 -0.168
C -0.218 0.492 -0.319 -0.298
C -0.529 1.843 -0.082 0.087
C 1.025 0.201 -1.057 -0.270
N 1.963 -0.652 -0.811 -0.373
S 1.950 -1.768 0.466 0.714
H -2.379 -2.106 1.343 0.073
H -1.377 2.253 0.527 0.078
H 0.286 2.632 -0.393 0.105
H 1.134 0.733 -1.997 0.109
H 0.736 -1.611 1.113 -0.156
```

Properties
**Total charge**: 0
**Relative energy (zero: lowest compared OMol25 entry of this formula, charge and spin)**: 357.7 kJ/mol
**Maximum force**: 3.2 eV Å⁻¹
**SMILES**: C#CC(=C)/C=N\S
**Gap between HOMO and LUMO**: 8.5112 eV



[2]
The ion C5H5O3 with charge -1. Source: OMol25; level of theory: ωB97M-V/def2-TZVPD.

```
13
Properties=species:S:1:pos:R:3:lowdin_charge:R:1
C -1.979 2.029 0.797 0.079
C -0.982 1.341 0.694 -0.111
C 0.061 0.382 0.421 -0.271
O 0.467 0.470 -0.980 -0.175
C 1.267 -0.639 -1.430 -0.121
C -0.493 -1.133 0.989 -0.701
O -0.705 -1.900 0.091 -0.001
O -0.369 -1.200 2.227 -0.065
H -2.656 2.872 0.938 0.010
H 0.990 0.546 1.060 0.144
H 1.918 -0.293 -2.188 0.051
H 0.646 -1.386 -1.973 0.086
H 1.835 -1.089 -0.647 0.075
```

Properties
**Total charge**: -1
**Relative energy (zero: lowest compared OMol25 entry of this formula, charge and spin)**: 219.1 kJ/mol
**Maximum force**: 3.5 eV Å⁻¹
**SMILES**: C#C[C@H](OC)C(=O)[O-]
**Gap between HOMO and LUMO**: 7.8354 eV



[3]
A cluster of 2 separate species, C5H5O3P in total. Source: OMol25; level of theory: ωB97M-V/def2-TZVPD.

```
14
Properties=species:S:1:pos:R:3:lowdin_charge:R:1
C -1.601 0.591 -1.705 -0.259
C 1.288 1.588 0.522 -0.233
C 0.296 1.748 -0.361 -0.119
C -0.724 0.893 -0.847 -0.070
C -0.547 -1.317 -0.131 0.155
O -2.564 0.117 -2.224 0.091
O 1.960 2.718 0.945 -0.366
O 3.447 1.065 2.050 -0.471
P 3.260 2.532 1.910 0.868
H 1.587 0.528 0.879 0.121
H 0.087 2.730 -0.887 0.144
H -1.102 -1.862 -0.926 0.045
H -0.999 -1.324 0.912 0.056
H 0.572 -1.087 -0.112 0.038
```

Properties
**Total charge**: 0
**Relative energy (zero: lowest compared OMol25 entry of this formula, charge and spin)**: 244.6 kJ/mol
**Maximum force**: 4.4 eV Å⁻¹
**Gap between HOMO and LUMO (spin up / spin down)**: 7.2123 / 7.2146 eV



[4]
The ion C5H5O3S2 with charge -1. Source: OMol25; level of theory: ωB97M-V/def2-TZVPD.

```
15
Properties=species:S:1:pos:R:3:lowdin_charge:R:1
C 0.473 -1.809 -0.166 -0.173
C -0.333 -2.884 -0.093 -0.480
C -0.174 -0.585 0.015 -0.372
C -1.588 -0.751 0.200 -0.523
C 0.263 1.748 -0.407 -0.096
O -3.098 1.303 1.355 -0.605
O -2.817 1.341 -1.183 -0.616
O 0.638 0.530 0.208 -0.142
S -1.977 -2.460 -0.030 0.924
S -3.121 0.450 0.080 0.667
H 1.552 -1.742 -0.104 0.112
H -0.066 -3.914 -0.245 0.047
H -0.773 1.986 -0.438 0.027
H 0.671 1.610 -1.516 0.123
H 0.795 2.578 0.207 0.107
```

Properties
**Total charge**: -1
**Relative energy (zero: lowest compared OMol25 entry of this formula, charge and spin)**: 79.6 kJ/mol
**Maximum force**: 3.4 eV Å⁻¹
**Gap between HOMO and LUMO**: 6.9849 eV



[5]
A structure of composition C5H5O4. Source: OMol25; level of theory: ωB97M-V/def2-TZVPD.

```
14
Properties=species:S:1:pos:R:3:lowdin_charge:R:1
C 0.931 0.306 -1.239 -0.229
C 1.116 0.659 0.046 -0.299
C -0.414 -0.068 -1.600 -0.484
C -0.737 0.367 0.689 -0.191
C -0.976 -0.678 1.807 -0.071
O 2.046 0.968 0.775 -0.034
O -0.881 -0.480 -2.668 0.011
O -1.326 0.014 -0.589 -0.027
O 1.916 0.385 -2.279 0.000
H -0.944 1.321 1.032 0.078
H -1.985 -0.504 2.081 0.040
H -0.563 -0.225 2.771 0.083
H -0.456 -1.639 1.741 0.073
H 2.272 -0.426 -2.568 0.050
```

Properties
**Total charge**: -1
**Relative energy (zero: lowest compared OMol25 entry of this formula, charge and spin)**: 180.3 kJ/mol
**Maximum force**: 5.3 eV Å⁻¹
**Gap between HOMO and LUMO**: 7.6202 eV



[6]
A structure of composition C5H5O6Yb. Source: OMol25; level of theory: ωB97M-V/def2-TZVPD.

```
17
Properties=species:S:1:pos:R:3:lowdin_spin:R:1
C -1.285 3.322 -0.161 0.001
C -0.959 2.109 0.780 0.004
O -1.911 1.564 1.360 0.001
O -0.640 4.320 -0.077 0.014
H -2.277 3.249 -0.650 0.001
H -0.027 2.262 1.351 0.000
C 0.106 -1.214 -0.215 0.143
C 1.574 -1.525 0.326 0.111
O 2.207 -1.919 -0.864 0.100
C 1.331 -2.261 -1.815 0.081
O 0.087 -1.830 -1.451 0.056
O 1.533 -3.020 -2.703 0.772
O -0.850 -1.576 0.548 0.545
H 1.508 -2.336 1.060 0.005
H 2.034 -0.624 0.741 0.007
Yb -2.497 -0.648 2.098 0.016
H 0.065 0.127 -0.330 0.142
```

Properties
**Total charge**: +3
**Relative energy (zero: lowest compared OMol25 entry of this formula, charge and spin)**: 497.8 kJ/mol
**Maximum force**: 8.6 eV Å⁻¹
**Spin multiplicity**: 3
**Gap between HOMO and LUMO (spin up / spin down)**: 8.0330 / 3.0259 eV



[7]
An isolated molecule of C5H6BBrFNO2. Source: OMol25; level of theory: ωB97M-V/def2-TZVPD.

```
17
Properties=species:S:1:pos:R:3:lowdin_charge:R:1
O -2.160 -1.537 0.653 0.221
B -1.028 -1.417 -0.126 -0.642
O -0.365 -2.576 -0.430 0.209
N -0.646 -0.050 -0.636 0.097
C -1.138 1.056 0.042 -0.063
C -0.283 1.879 0.668 -0.079
C 1.036 1.397 0.909 -0.082
C 1.526 0.325 0.164 -0.657
Br 3.333 -0.205 0.203 0.754
C 0.755 0.048 -1.004 -0.383
F 0.889 1.139 -1.933 -0.011
H -2.284 -2.411 0.777 0.044
H 0.536 -2.603 -0.641 0.068
H -2.187 0.997 0.161 0.121
H -0.587 2.808 1.110 0.104
H 1.554 2.084 1.636 0.134
H 1.048 -0.933 -1.552 0.164
```

Properties
**Total charge**: 0
**Relative energy (zero: lowest compared OMol25 entry of this formula, charge and spin)**: 0.0 kJ/mol
**Maximum force**: 5.0 eV Å⁻¹
**SMILES**: OB(O)N1C=CC=C(Br)[C@@H]1F
**Gap between HOMO and LUMO**: 8.7482 eV



[8]
An isolated molecule of C5H6BrCl. Source: OMol25; level of theory: ωB97M-V/def2-TZVPD.

```
13
Properties=species:S:1:pos:R:3:lowdin_charge:R:1
Cl -3.645 -0.786 0.131 0.622
C -2.106 -0.588 -0.580 -0.587
C -0.981 -0.520 0.197 -0.175
C 0.597 -0.361 0.076 -0.822
Br 1.446 -2.101 -0.007 0.708
C 1.256 0.727 0.845 -0.152
C 1.219 0.777 -0.659 -0.148
H -2.107 -0.521 -1.658 0.061
H -1.197 -0.633 1.259 0.086
H 2.200 0.511 1.323 0.098
H 0.625 1.402 1.404 0.107
H 0.557 1.485 -1.133 0.104
H 2.137 0.607 -1.199 0.096
```

Properties
**Total charge**: 0
**Relative energy (zero: lowest compared OMol25 entry of this formula, charge and spin)**: 15.1 kJ/mol
**Maximum force**: 3.4 eV Å⁻¹
**SMILES**: Cl/C=C/C1(Br)CC1
**Gap between HOMO and LUMO**: 10.2028 eV



[9]
An isolated molecule of C5H6BrF. Source: OMol25; level of theory: ωB97M-V/def2-TZVPD.

```
13
Properties=species:S:1:pos:R:3:lowdin_charge:R:1
C -1.646 -1.607 0.131 -0.271
C -0.509 -1.164 -0.294 -0.193
C 1.212 0.215 0.664 -0.104
C 0.520 -0.396 -0.530 -0.156
C -2.448 1.260 -0.725 -0.561
F -2.307 2.067 0.371 -0.199
Br -3.356 -0.343 -0.130 0.957
H -1.805 -2.505 0.711 0.051
H 0.411 0.575 1.437 0.117
H 1.721 1.205 0.327 0.096
H 2.018 -0.473 0.963 0.075
H 1.058 -0.451 -1.511 0.124
H -3.152 1.855 -1.542 0.066
```

Properties
**Total charge**: 0
**Relative energy (zero: lowest compared OMol25 entry of this formula, charge and spin)**: 473.2 kJ/mol
**Maximum force**: 3.1 eV Å⁻¹
**Gap between HOMO and LUMO (spin up / spin down)**: 7.2450 / 7.2388 eV



[10]
An isolated molecule of C5H6Cl2. Source: OMol25; level of theory: ωB97M-V/def2-TZVPD.

```
13
Properties=species:S:1:pos:R:3:lowdin_charge:R:1
C -1.127 1.337 0.177 -0.130
C -1.277 -0.154 -0.022 -0.673
Cl -2.932 -0.568 -0.545 0.602
C -0.375 -1.141 0.177 -0.141
C 1.091 -0.987 0.343 -0.162
C 1.879 -0.168 -0.407 -0.584
Cl 3.603 -0.186 -0.402 0.605
H -1.776 1.765 0.985 0.093
H -1.379 1.846 -0.751 0.070
H -0.072 1.566 0.421 0.071
H -0.749 -2.147 0.230 0.093
H 1.637 -1.718 0.908 0.088
H 1.478 0.556 -1.116 0.068
```

Properties
**Total charge**: 0
**Relative energy (zero: lowest compared OMol25 entry of this formula, charge and spin)**: 0.0 kJ/mol
**Maximum force**: 2.0 eV Å⁻¹
**SMILES**: C/C(Cl)=C\C=C\Cl
**Gap between HOMO and LUMO**: 9.2599 eV



[11]
An isolated molecule of C5H6Cl2O3S2. Source: OMol25; level of theory: ωB97M-V/def2-TZVPD.

```
18
Properties=species:S:1:pos:R:3:lowdin_charge:R:1
C 3.203 -0.276 1.408 -0.009
O 2.402 -0.078 0.229 -0.149
C 1.818 1.074 0.021 -0.878
S 2.313 2.641 0.155 0.763
C 0.358 0.719 -0.387 -0.948
Cl 0.612 -0.152 -2.016 0.635
O -0.473 0.030 0.480 -0.143
C -1.748 0.467 -0.145 -1.222
Cl -2.859 0.972 1.099 0.725
O -2.181 -0.217 -1.185 -0.222
C -3.086 -1.355 -0.997 -0.007
S -0.966 1.985 -0.720 0.920
H 2.691 -0.013 2.265 0.080
H 4.125 0.274 1.392 0.088
H 3.414 -1.289 1.256 0.088
H -2.535 -2.043 -0.267 0.128
H -3.074 -1.751 -1.978 0.083
H -4.015 -0.990 -0.609 0.068
```

Properties
**Total charge**: 0
**Relative energy (zero: lowest compared OMol25 entry of this formula, charge and spin)**: 2.5 kJ/mol
**Maximum force**: 3.4 eV Å⁻¹
**SMILES**: COC(=S)[C@@]1(Cl)O[C@](Cl)(OC)S1
**Gap between HOMO and LUMO**: 8.7347 eV



[12]
An isolated molecule of C5H6Cl2S. Source: OMol25; level of theory: ωB97M-V/def2-TZVPD.

```
14
Properties=species:S:1:pos:R:3:lowdin_charge:R:1
S 2.188 0.369 -0.999 0.766
C 0.408 0.049 -0.814 -0.729
C 0.004 -1.156 0.006 -0.631
Cl -1.372 -2.081 -0.828 0.556
C -0.527 -0.614 1.333 -0.118
C -0.639 0.679 1.307 -0.120
C -0.194 1.229 -0.031 -0.660
Cl -1.641 2.027 -0.863 0.554
H 2.425 -0.767 -1.736 -0.103
H -0.028 0.035 -1.810 0.076
H 0.824 -1.892 0.156 0.104
H -0.825 -1.255 2.146 0.112
H -1.074 1.275 2.108 0.120
H 0.452 2.103 0.027 0.072
```

Properties
**Total charge**: 0
**Relative energy (zero: lowest compared OMol25 entry of this formula, charge and spin)**: 46.8 kJ/mol
**Maximum force**: 2.0 eV Å⁻¹
**SMILES**: S[C@H]1[C@H](Cl)C=C[C@@H]1Cl
**Gap between HOMO and LUMO**: 10.3422 eV